Record 1
114
Properties=species:S:1:pos:R:3:forces:R:3 method="wB97M-V/def2-TZVPD" multiplicity=1 charge=0 gap_ev=8.9 energy_ev=-98617.3035 e_homo_ev=-8.705 e_lumo_ev=0.1700
C -1.41118 -1.29787 -0.11162 -0.4 0.1 0.4
C -2.08188 -0.20242 0.68061 -0.3 -0.5 -1.3
N -1.87830 -0.15128 1.91550 -0.2 0.4 1.2
C -2.98102 0.74684 -0.09734 0.8 0.0 0.3
C -2.83916 2.20055 0.32627 -1.8 1.0 -1.3
C -1.46313 2.80320 0.17031 0.5 -0.9 -0.2
C -0.94558 2.66997 -1.27267 0.7 -0.4 0.0
C 0.23218 1.67704 -1.35824 -0.9 0.6 0.7
S 1.79127 2.41531 -0.80750 0.6 -0.1 -0.2
O -3.63113 2.90318 -0.71789 0.8 0.2 -0.5
C -4.30130 3.90724 -0.11703 0.3 -5.3 1.4
O -4.37373 4.98319 -0.47471 -0.9 5.0 -1.7
O -4.84159 3.34900 1.00950 0.5 0.6 0.3
C -3.72137 2.59094 1.55967 -0.4 0.1 0.5
C -3.13448 3.49228 2.64577 0.3 -0.7 0.0
C -1.85809 2.97102 3.33548 -0.1 0.2 0.5
C -0.91397 4.06552 3.87119 -0.1 0.6 -0.3
C 0.15309 4.45962 2.84730 0.0 -0.2 0.2
C -1.64129 5.35840 4.30871 0.4 -0.2 -0.1
H -1.54196 -2.20907 0.45412 0.1 -0.3 0.0
H -1.88349 -1.44294 -1.07184 0.1 0.1 -0.3
H -0.34625 -1.09749 -0.18531 0.1 -0.1 -0.1
H -2.41509 0.62250 2.31254 0.2 -0.2 0.2
H -4.03504 0.48088 -0.05371 -0.1 -0.2 0.2
H -2.71569 0.66771 -1.14730 0.0 0.1 -0.1
H -0.77964 2.22318 0.79244 0.1 0.3 0.3
H -1.41901 3.84416 0.46317 -0.3 0.1 0.3
H -0.56301 3.63047 -1.59737 -0.2 0.2 -0.3
H -1.69677 2.31231 -1.97096 -0.3 0.3 0.0
H 0.34546 1.38746 -2.39579 0.4 -0.1 -0.2
H -0.05107 0.80267 -0.77535 0.4 -0.1 -0.1
H 1.70926 2.44882 0.53829 -0.4 -0.3 -0.2
H -4.21900 1.70707 1.94706 0.3 -0.2 0.4
H -3.04264 4.50053 2.24402 0.3 0.0 -0.2
H -3.89856 3.55570 3.41520 -0.2 0.2 0.0
H -1.27712 2.28390 2.72517 0.0 0.1 -0.1
H -2.18620 2.39371 4.19993 0.0 -0.2 0.0
H -0.39721 3.67796 4.74728 0.0 -0.3 0.0
H -0.29557 4.78707 1.91004 -0.1 0.1 0.0
H 0.83540 3.63810 2.63105 -0.1 0.1 0.0
H 0.72563 5.29507 3.25114 0.2 0.0 -0.1
H -1.12432 5.81964 5.14606 0.0 0.0 0.2
H -2.68382 5.21551 4.57552 -0.1 0.0 0.1
H -1.56175 6.07949 3.49764 -0.4 0.1 -0.1
C -1.65066 -3.19017 -4.76499 0.0 -0.5 0.0
C -0.67028 -4.08631 -4.05660 -3.8 -0.8 -2.3
O -1.05556 -3.94547 -2.68403 -0.5 0.3 0.2
C -2.35285 -3.55887 -2.65502 0.4 -0.1 -0.4
O -3.00689 -3.50014 -1.66122 -0.3 0.0 0.2
O -2.79296 -3.23071 -3.89509 -0.2 0.2 0.5
H -1.90265 -3.54699 -5.75974 -0.2 0.0 0.1
H -1.29982 -2.15808 -4.83401 0.0 0.1 0.1
H -0.77442 -5.12961 -4.34704 -0.4 -0.1 0.1
H 0.36308 -3.77713 -4.19962 -3.5 -0.5 -2.0
C 3.64130 -1.35065 -2.58866 0.3 0.3 0.3
C 2.77344 -0.59078 -3.55527 0.1 0.5 0.0
O 2.03159 -1.63697 -4.19588 -0.2 -0.7 0.2
C 2.00765 -2.70256 -3.35808 1.3 1.3 0.5
O 1.33337 -3.67186 -3.52240 7.8 0.7 3.3
O 2.84891 -2.51778 -2.31293 -0.5 -0.1 -0.4
H 3.84276 -0.79303 -1.67628 -0.2 -0.1 0.1
H 4.58452 -1.66158 -3.03210 -0.2 0.0 -0.1
H 2.07423 0.07921 -3.05260 0.0 -0.1 0.0
H 3.34853 -0.02203 -4.28208 -0.1 -0.2 -0.2
C 0.51506 -3.87289 3.79297 -0.1 -0.2 0.2
C 0.02109 -3.77682 2.36895 -0.2 -0.2 -0.1
O 0.36658 -2.43889 2.01152 0.5 -0.1 0.3
C 1.38940 -2.04315 2.80904 -0.1 0.1 -0.1
O 2.01839 -1.04784 2.65770 0.1 0.0 0.0
O 1.60075 -2.94447 3.80762 -0.1 0.1 -0.2
H 0.85711 -4.87126 4.05653 0.2 0.1 0.0
H -0.23441 -3.55012 4.51833 0.0 0.0 0.0
H 0.53683 -4.46605 1.69687 0.0 0.0 0.0
H -1.05192 -3.93449 2.28211 0.0 0.2 -0.1
C 8.09117 -2.41778 -1.73491 0.1 0.0 0.3
C 8.67770 -3.39276 -2.72862 0.3 -0.2 0.1
O 7.68432 -3.42140 -3.75667 -0.1 0.2 0.1
C 6.98475 -2.26166 -3.69195 0.2 0.0 0.0
O 6.19878 -1.89972 -4.50697 0.0 0.0 0.0
O 7.29967 -1.56742 -2.56911 0.0 -0.2 -0.2
H 8.84792 -1.84372 -1.20596 -0.1 0.2 -0.1
H 7.43879 -2.90264 -1.00629 0.0 0.0 0.0
H 9.61789 -3.04035 -3.15708 0.0 0.0 0.0
H 8.82903 -4.38471 -2.31006 -0.1 -0.1 -0.1
C -8.71282 4.30917 2.62942 0.0 0.2 -0.2
C -7.92669 3.02175 2.58239 0.3 -0.1 -0.3
O -8.09888 2.50376 3.90481 -0.2 0.2 0.0
C -9.24040 3.03645 4.41624 0.0 0.0 0.0
O -9.75407 2.68624 5.42642 0.0 0.0 0.0
O -9.71318 4.02562 3.61152 0.2 -0.2 0.1
H -9.16834 4.56250 1.67520 -0.2 0.0 0.1
H -8.11200 5.15435 2.97117 0.0 0.0 0.0
H -8.33833 2.30654 1.86704 0.0 0.0 0.0
H -6.87443 3.17973 2.36013 0.0 -0.1 0.1
C 2.47421 -6.36533 -5.94489 0.3 0.0 0.1
C 2.08461 -7.60408 -6.71801 0.2 -0.2 -0.1
O 0.65533 -7.54307 -6.70076 0.2 0.1 0.1
C 0.30089 -6.24894 -6.51660 -0.4 0.1 -0.1
O -0.80951 -5.83653 -6.61985 0.1 -0.1 -0.1
O 1.37460 -5.48790 -6.19936 0.0 -0.2 -0.1
H 3.40680 -5.92497 -6.28827 -0.1 0.2 -0.1
H 2.54058 -6.54359 -4.87015 -0.1 0.0 0.0
H 2.42535 -7.57614 -7.75478 0.0 0.0 0.0
H 2.43743 -8.52179 -6.25387 -0.2 0.0 0.0
C 4.31784 2.91785 5.53946 0.1 -0.1 0.3
C 5.28949 3.72269 4.70840 0.2 0.1 0.1
O 4.87666 3.42277 3.37356 -0.2 -0.1 0.1
C 3.57479 3.04049 3.41694 0.0 -0.1 0.0
O 2.88635 2.88348 2.46321 0.2 0.0 -0.1
O 3.16472 2.86266 4.69782 0.1 0.1 -0.2
H 4.07998 3.38995 6.48973 -0.2 0.0 -0.1
H 4.66699 1.90039 5.72538 0.0 0.0 -0.1
H 5.19268 4.79752 4.87421 0.0 0.0 0.0
H 6.32525 3.43191 4.86683 0.0 -0.1 -0.2

---

Record 2
98
Properties=species:S:1:pos:R:3:forces:R:3 method="wB97M-V/def2-TZVPD" multiplicity=1 charge=-1 gap_ev=5.7 energy_ev=-159740.3366 e_homo_ev=-3.994 e_lumo_ev=1.7047
Na -1.28918 1.61208 -0.36757 -0.2 0.4 -0.2
C 6.07004 -0.96021 -2.32126 0.0 0.0 0.0
C 4.69092 -1.60599 -2.18541 0.0 0.0 0.0
C 4.37691 -2.33437 -3.50057 0.0 0.0 0.0
C 4.76105 -2.63566 -1.04784 0.0 0.0 0.0
C 3.60147 -0.57953 -1.88628 0.0 0.0 0.0
C 2.28304 -0.99180 -1.72491 0.1 -0.1 0.0
C 1.26208 -0.10001 -1.46575 -0.1 0.0 0.0
Se -0.52195 -0.82703 -1.32906 -0.1 0.0 0.1
C -0.64145 -1.11314 0.59286 0.0 0.0 0.0
C 0.25426 -2.03760 1.11786 0.1 -0.1 0.0
C 0.31192 -2.32567 2.46570 0.0 0.0 0.0
C -0.59310 -1.64414 3.28687 0.0 0.0 0.0
C -1.51327 -0.72410 2.82265 0.1 0.0 0.0
C -1.57765 -0.42129 1.41291 -0.1 0.0 0.1
O -2.43128 0.45148 0.96571 -0.1 -0.3 0.0
C -2.44074 0.01785 3.79408 0.0 0.0 0.1
C -3.90730 -0.27887 3.46024 -0.1 0.0 0.0
C -2.22381 -0.38727 5.25884 0.1 0.0 -0.1
C -2.19333 1.53169 3.70983 0.0 0.0 0.0
C 1.31526 -3.29995 3.07721 0.0 0.0 0.0
C 0.57571 -4.42275 3.81953 0.0 0.0 0.0
C 2.21830 -2.55158 4.06938 0.0 0.0 0.0
C 2.21136 -3.93907 2.01644 0.0 0.0 0.0
C 1.48967 1.31491 -1.36688 -0.1 0.0 0.0
O 0.53113 2.15927 -1.22306 0.2 -0.2 -0.2
C 2.85745 1.72445 -1.45112 0.1 0.0 0.0
C 3.83995 0.78244 -1.73937 0.0 0.1 0.0
C 3.27129 3.20273 -1.33600 0.1 0.1 0.0
C 3.41012 3.78678 -2.75059 0.0 0.0 0.0
C 4.62043 3.34708 -0.60259 0.0 0.0 -0.1
C 2.28379 4.08230 -0.55720 -0.1 0.1 0.1
H 6.81801 -1.72805 -2.53557 0.0 0.0 0.0
H 6.36704 -0.45030 -1.40186 0.0 0.0 0.0
H 6.09373 -0.23190 -3.13544 0.0 0.0 0.0
H 5.14357 -3.08419 -3.72184 0.0 0.0 0.0
H 4.33436 -1.62551 -4.33008 0.0 0.0 0.0
H 3.41237 -2.84139 -3.44874 0.0 0.0 0.0
H 5.53816 -3.38132 -1.24577 0.0 0.0 0.0
H 3.81183 -3.16120 -0.93138 0.0 0.0 0.0
H 4.98577 -2.14405 -0.09886 0.0 0.0 0.0
H 2.03066 -2.04366 -1.81388 0.0 0.0 0.0
H 0.93050 -2.52514 0.42621 0.0 0.0 0.0
H -0.55487 -1.84848 4.34796 0.0 0.0 0.1
H -4.11611 -1.34607 3.57119 0.0 0.0 0.0
H -4.12080 0.02036 2.43809 0.0 0.0 0.0
H -4.56762 0.27047 4.13976 0.0 0.0 0.0
H -2.41890 -1.44974 5.42125 0.0 0.0 0.0
H -2.91391 0.17670 5.89169 0.0 0.0 0.0
H -1.20853 -0.16775 5.59747 0.0 0.0 0.0
H -2.40149 1.89130 2.70333 0.0 0.0 0.0
H -1.15513 1.76277 3.96112 0.0 0.0 0.0
H -2.84100 2.05662 4.41958 0.0 0.0 0.0
H -0.05014 -4.02554 4.62049 0.0 0.0 0.0
H 1.28707 -5.12596 4.26416 0.0 0.0 0.0
H -0.07157 -4.97272 3.13320 0.0 0.0 0.0
H 1.63349 -2.09514 4.87003 0.0 0.0 0.0
H 2.76418 -1.75496 3.56002 0.0 0.0 0.0
H 2.94320 -3.23399 4.52468 0.0 0.0 0.0
H 1.62723 -4.49854 1.28206 0.0 0.0 0.0
H 2.90878 -4.63332 2.49289 0.0 0.0 0.0
H 2.79738 -3.18894 1.48120 0.0 0.0 0.0
H 4.85395 1.13546 -1.86498 0.0 0.0 0.0
H 4.15042 3.23076 -3.33111 0.0 0.0 0.0
H 3.71930 4.83726 -2.71169 0.0 0.0 0.0
H 2.45494 3.72961 -3.27768 0.0 0.0 0.0
H 5.45327 2.90128 -1.14515 0.0 0.0 0.0
H 4.57149 2.88142 0.38400 0.0 0.0 0.0
H 4.85498 4.40702 -0.46952 0.0 0.0 0.0
H 1.32362 4.16227 -1.05946 0.1 0.0 0.0
H 2.72514 5.07852 -0.44347 0.0 0.0 0.0
H 2.09454 3.67595 0.43927 0.0 0.0 0.0
C -4.02418 -1.65429 -3.76737 -0.1 -0.1 0.1
C -5.03358 -1.72783 -2.62409 0.0 0.0 -0.1
S -4.25708 -1.25078 -1.06152 0.1 0.0 0.0
C -5.56108 -0.35880 -0.17334 -0.1 0.1 0.0
C -6.32739 0.74617 -0.89584 -0.1 -0.1 0.0
S -5.49335 2.32029 -1.21339 0.0 0.1 0.0
C -4.08129 1.82030 -2.23397 0.0 0.0 0.1
C -4.48767 1.19738 -3.57276 -0.1 0.1 0.0
S -3.31738 -0.02614 -4.20594 0.1 0.0 -0.1
H -3.15560 -2.26729 -3.51667 0.0 0.0 0.0
H -4.48434 -2.08936 -4.65645 0.0 0.0 0.0
H -5.89367 -1.09439 -2.83957 0.0 0.0 0.0
H -5.41221 -2.75231 -2.58471 0.0 0.0 0.1
H -6.29058 -1.06875 0.22594 0.0 0.0 0.0
H -5.01508 0.06679 0.66861 0.0 0.0 0.0
H -6.79431 0.37142 -1.80993 0.1 0.0 0.0
H -7.16101 1.03424 -0.25032 0.0 0.1 0.0
H -3.50554 2.73355 -2.39398 0.0 0.0 0.0
H -3.48102 1.13248 -1.64492 0.1 -0.1 -0.1
H -5.48027 0.75523 -3.51149 0.0 0.0 0.0
H -4.56538 1.97330 -4.33511 0.0 0.0 0.0
I -2.15148 4.54159 0.41122 -0.1 0.1 0.2
C -1.65274 5.94752 -1.09093 0.1 0.0 -0.1
I -1.20679 5.05011 -2.95838 0.0 0.0 0.0
H -0.78023 6.49744 -0.76333 0.0 -0.1 0.0
H -2.49873 6.60919 -1.21962 0.0 0.0 0.0